one | Formula: C3H5BrO
Source: the Open Molecules 2025 dataset
Level of theory: wB97M-V/def2-TZVPD

Summary:
HOMO energy	-8.948	eV
LUMO	-1.6	eV

The geometry in XYZ format:
```
10
C3H5BrO wB97M-V/def2-TZVPD
C -1.0850 -0.9540 0.6619
C -0.4144 -0.6310 -0.4212
C 0.2800 0.5686 -0.5893
O 0.0342 1.5834 0.2689
Br 2.7698 -0.1896 0.0184
H -1.5809 -1.9454 0.7972
H -1.3994 -0.3293 1.5408
H -0.2400 -1.1780 -1.2396
H 0.8046 0.8628 -1.5084
H 0.8311 2.2127 0.4713
```

Atomic partial charges in e from the Mulliken method, atoms 1 to 8: -0.531 -0.071 -0.318 -0.499 -0.428 0.244 0.240 0.404

two | Formula: C3H5BrO
Source: the Open Molecules 2025 dataset
Level of theory: wB97M-V/def2-TZVPD

Summary:
HOMO energy	-8.857	eV
LUMO	0.5	eV

The geometry in XYZ format:
```
10
C3H5BrO wB97M-V/def2-TZVPD
C 1.6089 -0.2354 -0.3213
C 1.0673 -1.1879 0.4384
C -1.4538 0.9665 0.4730
O -1.7759 2.0455 -0.0362
Br -2.2470 -0.6554 -0.1121
H 1.4906 0.7053 -0.0098
H 2.0927 -0.3717 -1.3298
H 1.0184 -2.2002 0.1640
H 0.5705 -1.1121 1.4579
H -2.3716 2.0453 -0.7242
```

Atomic partial charges in e from the Mulliken method, atoms 1 to 8: -0.440 -0.628 -0.080 -0.117 -0.122 0.337 0.209 0.271

How do the energies compare? Relative to the most stable structure, in eV: one 0.000; two 1.829.